# 1
{"formula": "C9H14", "method": "ωB97M-V with the def2-TZVPD basis set", "lumo_energy_ev": [4.05, 3.76], "e_homo_ev": [1.20, -4.09], "orbital_gap_ev": [2.856, 7.850], "max_force_ev_per_a": 3.913, "charge": -1, "multiplicity": 2, "symbols": ["C", "C", "C", "C", "C", "C", "C", "H", "H", "H", "H", "H", "H", "H", "H", "C", "C", "H", "H", "H", "H", "H", "H"], "positions_angstrom": [[-2.4890, 0.0461, -0.3396], [-0.2264, 2.2727, 1.6042], [-1.3919, 1.8734, 0.9196], [0.4091, 1.2780, 2.4195], [-1.5589, 0.4809, 0.7666], [0.1621, -0.0348, 2.2926], [-0.7782, -0.4658, 1.4108], [0.0288, 3.3279, 1.5416], [-2.0675, 2.5159, 0.4297], [0.9640, 1.6767, 3.2833], [0.7846, -0.7327, 2.8122], [-2.5459, -1.0527, -0.5649], [-2.0965, 0.4255, -1.2126], [-0.9751, -1.3958, 1.1059], [-3.5560, 0.2384, -0.1554], [1.9521, -1.8485, -1.4441], [1.9009, -0.8172, -2.6501], [0.9482, -2.0284, -0.9144], [2.1395, -2.8617, -1.6890], [2.6047, -1.3802, -0.7370], [0.9454, -0.4036, -2.7633], [2.2994, -1.2245, -3.6105], [2.5465, 0.1104, -2.5054]], "forces_ev_per_angstrom": [[-1.38, -2.40, 1.75], [-0.60, 0.03, 0.03], [1.29, -2.68, 0.52], [0.21, 2.94, 0.77], [-1.28, 1.28, -0.59], [1.15, -0.46, 1.08], [-0.64, 2.66, -1.15], [0.27, -0.16, 0.65], [-0.52, 0.87, -0.68], [0.53, -0.42, -0.54], [0.12, -0.42, 0.64], [0.57, 0.54, 0.68], [0.26, 1.32, -2.27], [-0.29, -3.85, -0.60], [0.31, 0.74, -0.26], [-2.27, 1.53, -0.13], [2.21, -0.29, 0.22], [1.12, 1.12, -0.75], [1.20, -0.82, -0.62], [0.51, -0.52, 0.74], [-1.56, 0.28, -0.46], [-0.63, 0.01, 0.63], [-0.55, -1.28, 0.36]]}

---

# 2
{"formula": "C9H14", "method": "ωB97M-V with the def2-TZVPD basis set", "lumo_energy_ev": 1.02, "e_homo_ev": -9.08, "orbital_gap_ev": 10.099, "max_force_ev_per_a": 2.525, "smiles": "Cc1ccccc1.CC", "symbols": ["C", "C", "H", "H", "H", "H", "H", "H", "C", "C", "C", "C", "C", "C", "C", "H", "H", "H", "H", "H", "H", "H", "H"], "positions_angstrom": [[-0.7214, 2.8003, -1.5899], [0.5461, 2.2785, -0.8916], [-0.8261, 2.2562, -2.5328], [-1.6220, 2.5016, -1.0621], [-0.5433, 3.8543, -1.8011], [0.3176, 1.5683, -0.0798], [1.2138, 2.9352, -0.3381], [1.1738, 1.5665, -1.4590], [-1.6411, -1.3337, -0.8815], [1.5740, -1.0445, 2.0981], [0.3085, -1.4861, 2.4197], [1.8197, -1.0833, 0.6982], [-0.7388, -1.5601, 1.4760], [0.8379, -1.2262, -0.2573], [-0.5060, -1.4221, 0.1284], [2.2944, -0.7576, 2.8442], [0.0095, -1.4688, 3.4559], [2.8541, -0.9352, 0.3780], [-1.7066, -1.8266, 1.8895], [1.2030, -1.3724, -1.2683], [-2.5305, -1.5677, -0.2906], [-1.4586, -2.2383, -1.4788], [-1.8580, -0.4382, -1.4569]], "forces_ev_per_angstrom": [[1.34, -0.76, -0.40], [0.34, -2.18, 1.23], [0.13, 0.32, -0.18], [-0.08, 0.80, 0.40], [-0.87, 0.02, 0.04], [-0.59, 0.22, -0.03], [-0.15, 0.75, -0.57], [-0.15, 0.85, -0.48], [0.01, -2.14, 1.21], [-0.97, -1.00, -1.92], [-0.70, 1.50, 0.51], [1.29, 0.76, 0.91], [0.58, -0.78, 0.78], [0.18, -0.98, 0.55], [0.34, 1.70, -0.68], [0.26, -0.18, -0.04], [-0.02, -0.39, 0.28], [-0.29, 0.01, -0.11], [-0.15, 0.27, -0.35], [-0.49, 0.47, -0.21], [-0.25, 0.12, -0.29], [-0.46, 0.54, -0.67], [0.70, 0.09, 0.02]]}